Entry from OMol25: a cluster of 18 separate species, C65H82Cl15O34P in total at a distorted geometry (the ωB97M-V functional and the def2-TZVPD basis).

Structure (XYZ):
```
197
C65H82Cl15O34P (the ωB97M-V functional and the def2-TZVPD basis)
C 1.2060 0.8334 -0.7189
C 0.4413 -0.4536 -0.3917
C 0.8349 -1.1234 0.9268
C 2.0925 -2.0245 0.7675
P 2.8992 -2.5046 2.2707
C 3.1579 -1.1181 3.4095
C 4.1344 -0.0180 3.0189
C 3.7120 0.8528 1.8012
C 4.6678 1.8835 1.2789
C 1.9369 -3.7489 3.1940
C 0.6118 -3.1961 3.7756
C -0.2207 -4.2810 4.4721
C -1.5418 -3.7129 5.0292
C 4.4500 -3.3568 1.8909
C 5.4322 -3.5006 3.0724
C 6.2491 -4.8062 3.0210
C 7.1841 -4.9623 4.2011
H 0.9783 1.3512 -1.6512
H 2.2710 0.6042 -0.8083
H 1.0657 1.5654 0.0790
H 0.6742 -1.1476 -1.2015
H -0.6451 -0.3925 -0.4301
H -0.0094 -1.7655 1.1777
H 0.9159 -0.3672 1.7110
H 2.7820 -1.5481 0.0723
H 1.7241 -2.9780 0.3710
H 3.5264 -1.6454 4.2987
H 2.1537 -0.8318 3.7324
H 5.0594 -0.4909 2.6684
H 4.4503 0.5676 3.8841
H 2.7928 1.3681 2.1223
H 3.2889 0.1997 1.0378
H 5.6685 1.4554 1.2058
H 4.7316 2.7803 1.8948
H 4.3473 2.2708 0.3103
H 2.4832 -4.1474 4.0532
H 1.7860 -4.5868 2.5060
H -0.0235 -2.6928 3.0429
H 0.9008 -2.4816 4.5533
H 0.4266 -4.6958 5.2398
H -0.5646 -5.0916 3.8297
H -1.4472 -2.6841 5.3879
H -1.9549 -4.3067 5.8462
H -2.3114 -3.7258 4.2566
H 4.8888 -2.8694 1.0144
H 4.1392 -4.3227 1.4732
H 4.8390 -3.5796 3.9902
H 6.0394 -2.6045 3.2065
H 6.8816 -4.6826 2.1355
H 5.5443 -5.6328 2.9426
H 6.6013 -4.8772 5.1186
H 7.9896 -4.2243 4.2187
H 7.7129 -5.9129 4.1061
Cl 2.6606 -6.6800 0.5808
O 1.5811 -7.5451 1.0446
O 2.1258 -5.3731 0.2027
O 3.6049 -6.4999 1.6372
O 3.2806 -7.2522 -0.5838
C 3.5177 1.3409 9.7839
C 4.2249 1.0859 8.6664
C 4.5075 2.0908 7.5970
O 5.0478 1.8440 6.5465
C 4.1167 3.4655 7.9563
C 3.4245 3.7512 9.0634
C 3.1050 2.7043 10.0664
O 2.5610 3.0472 11.1022
O 3.0944 5.0061 9.3772
O 4.5695 -0.1837 8.4215
H 3.2126 0.5678 10.4725
H 4.4117 4.2381 7.2609
H 2.5932 4.9868 10.2114
H 4.8217 -0.3152 7.4912
C 8.1192 -3.7350 -0.3414
C 9.4452 -3.7509 -0.5124
C 10.1208 -4.8423 -1.2308
O 11.3289 -4.8445 -1.3549
C 9.2297 -5.8925 -1.7647
C 7.9066 -5.8839 -1.4955
C 7.1908 -4.7905 -0.7669
O 6.0038 -4.7372 -0.5843
O 7.1483 -6.8991 -1.9474
O 10.2055 -2.7949 0.0408
H 7.7073 -2.9384 0.2709
H 9.6819 -6.6818 -2.3456
H 6.2772 -6.8207 -1.5141
H 11.1373 -2.8644 -0.2196
C -0.7160 0.0847 6.9305
C 0.5468 -0.3500 7.0667
C 1.6837 0.2056 6.2351
O 2.8175 -0.2125 6.2923
C 1.3158 1.3469 5.3989
C 0.0683 1.7872 5.2656
C -1.0760 1.1501 6.0205
O -2.2253 1.4794 5.8182
O -0.2808 2.6670 4.3188
O 0.9396 -1.2764 7.9513
H -1.5277 -0.3722 7.4813
H 2.1035 1.8851 4.8818
H -1.2302 2.8482 4.4646
H 1.8920 -1.1678 8.1069
C 10.5265 -2.2219 5.1334
C 10.4636 -2.8475 3.9628
C 11.2826 -4.0495 3.5748
O 11.1047 -4.6739 2.5586
C 12.2922 -4.3853 4.5829
C 12.4159 -3.7301 5.7495
C 11.4490 -2.6485 6.1524
O 11.4954 -2.1612 7.2654
O 13.4398 -4.0401 6.5504
O 9.5900 -2.4386 3.0153
H 9.8732 -1.3883 5.3521
H 12.9482 -5.2206 4.3728
H 13.4494 -3.4760 7.3385
H 9.8327 -2.8883 2.1835
C 10.0576 0.2085 1.3627
C 8.8424 0.0089 0.8246
C 7.5688 0.0571 1.6353
O 6.4941 -0.3458 1.2556
C 7.7849 0.5603 2.9946
C 8.9929 0.7486 3.5312
C 10.2414 0.6210 2.7463
O 11.3418 0.8238 3.2216
O 9.1904 1.0168 4.8336
O 8.6857 -0.0881 -0.5038
H 10.8787 0.2476 0.6591
H 6.9279 0.5393 3.6598
H 10.1533 1.1354 4.9460
H 7.7374 -0.1010 -0.7087
C -2.6509 -8.8802 4.2520
C -1.5768 -8.2690 4.8060
C -1.6699 -7.1466 5.7965
O -0.7460 -6.7419 6.4598
C -3.0576 -6.6719 6.0390
C -4.1014 -7.2645 5.4344
C -4.0228 -8.4762 4.5654
O -4.9619 -9.1415 4.1952
O -5.3703 -6.9051 5.7756
O -0.3477 -8.5716 4.3753
H -2.5257 -9.6551 3.5103
H -3.2703 -5.8833 6.7480
H -5.3572 -5.9942 6.0909
H 0.2969 -7.8441 4.4685
C 4.3951 1.8146 -2.9711
C 3.4697 1.8517 -3.9337
C 3.3772 2.9443 -4.9811
O 2.4844 2.9451 -5.7951
C 4.3473 4.0095 -4.7648
C 5.3353 3.9381 -3.8762
C 5.4427 2.8545 -2.8777
O 6.2511 2.8272 -1.9783
O 6.2522 4.9234 -3.8088
O 2.4525 0.9870 -3.9947
H 4.4317 0.9297 -2.3496
H 4.3210 4.8902 -5.3958
H 6.9676 4.6245 -3.2227
H 1.9413 1.0761 -4.8140
O 1.8435 -6.7205 4.2172
H 1.8403 -6.9770 3.2792
H 2.7407 -6.4068 4.3758
O 0.4401 -2.5118 -3.2700
H 0.8100 -3.3840 -3.4523
H 0.8561 -1.9235 -3.9091
C 6.6344 -2.6150 7.1876
Cl 7.0973 -1.1934 6.2022
Cl 4.9505 -2.9944 6.8736
H 7.2218 -3.4429 6.8023
H 6.8496 -2.4991 8.2442
C 0.2593 4.9298 1.0065
Cl 1.7595 4.3574 0.2062
Cl 0.3957 6.5789 1.5980
H -0.5458 4.7279 0.3082
H 0.0936 4.3149 1.8867
C -3.5510 1.8581 -2.7181
Cl -2.3268 2.5956 -3.7579
Cl -3.0831 0.3778 -1.8572
H -3.7667 2.6310 -1.9890
H -4.4215 1.6479 -3.3277
C -1.3061 -5.4649 1.3643
Cl -1.3261 -4.1198 0.2133
Cl -2.6733 -5.5056 2.4896
H -1.2849 -6.3752 0.7785
H -0.4565 -5.3792 2.0318
C 3.9918 6.1525 4.0239
Cl 3.3379 6.7372 5.5703
Cl 3.8644 4.3967 3.8588
H 3.3618 6.6133 3.2703
H 5.0041 6.5311 3.9443
C -3.3130 -0.0656 2.2099
Cl -1.7742 0.8122 2.2651
Cl -2.9607 -1.7910 2.4898
H -3.9020 0.3414 3.0242
H -3.7987 0.0971 1.2546
C 3.3865 -6.3239 7.2830
Cl 4.4083 -6.5592 5.8112
Cl 2.3105 -4.9470 7.1271
H 2.8222 -7.2255 7.4998
H 4.0623 -6.1914 8.1229
```

* E_HOMO: -8.981 eV
* DFT total energy: -12328.0857 Eh
* Kohn-Sham gap: 0.2567 Eh

Here are the Mulliken charges for atoms 1 to 6, given in e: C -0.203; C -0.794; C 1.704; C -1.657; P 1.027; C -1.306

=====

Entry from OMol25: a structure of composition C11H15ClNO3RuSTm at a distorted geometry (the ωB97M-V functional and the def2-TZVPD basis).

Structure (XYZ):
```
34
C11H15ClNO3RuSTm (the ωB97M-V functional and the def2-TZVPD basis)
Ru 0.8714 0.6671 -2.6583
Cl 1.5947 0.3445 -4.8360
C 2.5334 0.2853 -1.6036
C -0.1611 -1.1005 -2.6957
H 3.2195 1.0749 -1.9670
H 2.4896 0.3139 -0.4951
H 2.9189 -0.6801 -1.9765
H -0.9165 -0.7719 -3.4264
H -0.6863 -1.7064 -1.9184
H 0.5848 -1.7024 -3.2365
Tm -0.0741 -0.5846 -0.1427
C -2.3427 -0.3742 0.2264
C 0.2585 1.6883 -0.9577
H -2.9526 -0.0384 -0.6257
H -2.7458 -1.3290 0.6044
H -2.4364 0.3724 1.0375
H -0.7922 2.0402 -0.8260
H 0.9603 2.3154 -0.3667
O -0.7905 2.0528 2.9341
S 0.5217 1.4657 2.8895
O 1.6835 2.2531 2.5863
N 0.4910 0.1778 1.8170
C 0.5534 -1.0638 2.3631
O 0.4402 -2.0622 1.5572
C 0.7009 -0.9898 3.8122
C 0.7943 -2.0306 4.7445
C 0.9156 -1.7003 6.0962
C 0.9495 -0.3552 6.5122
C 0.8629 0.6804 5.5704
C 0.7461 0.3322 4.2285
H 0.7756 -3.0594 4.3833
H 0.9883 -2.4918 6.8449
H 1.0434 -0.1260 7.5756
H 0.8991 1.7259 5.8690
```

* E_HOMO (alpha / beta): -1.797 / -5.744 eV
* spin multiplicity: 8
* net charge: -1
* DFT total energy: -2746.9740 Eh
* Kohn-Sham gap (alpha / beta): 0.1370 / 0.2485 Eh
* energy above the lowest of the compared OMol25 structures with the same formula, charge and spin: 0.5704 eV

Here are the Mulliken charges for atoms 1 to 6, given in e: Ru 0.309; Cl -0.515; C -1.090; C -1.247; H 0.297; H 0.532

=====

Entry from OMol25: a structure of composition C47H51Cl2GeN5ORuS at a distorted geometry (the ωB97M-V functional and the def2-TZVPD basis).

Structure (XYZ):
```
109
C47H51Cl2GeN5ORuS (the ωB97M-V functional and the def2-TZVPD basis)
Ru -0.1562 -0.6144 -0.1060
C -4.5507 4.9483 -0.7034
C -3.5411 4.7712 0.4433
C -2.6135 5.9885 0.4911
C -4.2968 4.6722 1.7763
C -2.7649 3.4918 0.1775
C -1.4927 3.4889 -0.3890
C -0.8295 2.2964 -0.5890
N -1.3588 1.1075 -0.2930
C -2.6129 1.0829 0.1962
C -3.3182 2.2410 0.4584
C -3.1397 -0.2717 0.4275
C -4.4928 -0.5641 0.4924
C -4.9216 -1.8782 0.6445
C -3.9222 -2.8533 0.6977
C -2.5973 -2.4886 0.6270
N -2.2013 -1.2193 0.5002
C -6.3936 -2.2555 0.7096
C -7.2772 -1.0377 0.9889
C -6.7866 -2.8661 -0.6451
C -6.6216 -3.2902 1.8209
H -5.1477 5.8441 -0.5290
H -5.2300 4.0962 -0.7687
H -4.0430 5.0580 -1.6630
H -3.1953 6.8721 0.7510
H -2.1423 6.1857 -0.4727
H -1.8322 5.8684 1.2446
H -4.7377 5.6401 2.0128
H -3.6289 4.3979 2.5951
H -5.1136 3.9507 1.7371
H -0.9896 4.4038 -0.6681
H 0.1656 2.2912 -0.9985
H -4.2994 2.1659 0.9046
H -5.2067 0.2409 0.4028
H -4.1673 -3.9006 0.8004
H -1.8113 -3.2303 0.7037
H -7.2713 -0.3254 0.1619
H -6.9727 -0.5228 1.9025
H -8.3077 -1.3650 1.1228
H -6.7028 -2.1289 -1.4458
H -7.8211 -3.2094 -0.6049
H -6.1531 -3.7187 -0.8965
H -6.2869 -2.9116 2.7884
H -6.1111 -4.2325 1.6233
H -7.6865 -3.5089 1.8960
N -0.9498 -3.9655 -2.4543
C -2.0656 -3.2927 -2.9408
C -3.1512 -3.7137 -3.7016
C -4.0850 -2.7500 -4.0214
C -3.9352 -1.4131 -3.6132
C -2.8569 -1.0056 -2.8583
C -1.9236 -1.9772 -2.5033
N -0.7439 -1.8684 -1.7685
C -0.2092 -3.0734 -1.7676
C 1.0274 -3.3170 -1.0534
C 1.8716 -4.3803 -1.0765
S 3.2091 -4.0646 -0.0692
C 2.5610 -2.5470 0.3293
N 1.4254 -2.2731 -0.2500
H -0.7356 -4.9404 -2.5830
H -3.2561 -4.7380 -4.0324
H -4.9446 -3.0269 -4.6164
H -4.6785 -0.6874 -3.9155
H -2.7240 0.0267 -2.5625
H 1.7987 -5.2943 -1.6427
H 3.0727 -1.8692 0.9923
C 0.6561 1.4300 2.2000
O 1.1929 0.8919 0.9828
H 0.8308 2.5073 2.2540
H 1.1187 0.9536 3.0682
H -0.4184 1.2492 2.2284
C 3.8907 0.4845 2.1532
Ge 2.9740 1.3456 0.6743
C 3.2527 0.4868 -1.0390
C 4.5473 0.1984 -1.4690
C 4.7635 -0.4155 -2.6967
C 3.6879 -0.7519 -3.5072
C 2.3917 -0.4696 -3.0953
C 2.1873 0.1527 -1.8747
C 3.1049 3.2756 0.7740
C 3.5948 3.7867 1.9528
C 3.6789 5.1767 2.1853
C 3.2578 6.0470 1.2280
C 2.7703 5.5762 -0.0170
C 2.3579 6.4853 -1.0226
C 1.9252 6.0410 -2.2375
C 1.9092 4.6565 -2.5091
C 2.2981 3.7605 -1.5540
C 2.7141 4.1820 -0.2664
H 4.9361 0.2903 1.9119
H 3.3991 -0.4587 2.3910
H 3.8616 1.1039 3.0466
H 5.3999 0.4531 -0.8488
H 5.7732 -0.6251 -3.0237
H 3.8600 -1.2236 -4.4656
H 1.5474 -0.7210 -3.7251
H 1.1590 0.3998 -1.5832
H 3.9168 3.1248 2.7455
H 4.0679 5.5394 3.1270
H 3.3058 7.1156 1.3980
H 2.4082 7.5468 -0.8132
H 1.6239 6.7448 -3.0016
H 1.6057 4.3061 -3.4876
H 2.3363 2.7087 -1.8023
Cl 0.2765 -1.9481 2.4614
C -0.5226 -1.7709 4.0563
Cl -2.2695 -1.9037 3.9435
H -0.2689 -0.7897 4.4392
H -0.1453 -2.5612 4.6938
```

* E_HOMO (alpha / beta): -12.482 / -12.482 eV
* net charge: +2
* DFT total energy: -5660.6330 Eh
* Kohn-Sham gap (alpha / beta): 0.2715 / 0.2698 Eh
* energy above the lowest of the compared OMol25 structures with the same formula, charge and spin: 0.1224 eV

Here are the Mulliken charges for atoms 1 to 6, given in e: Ru -1.150; C -1.619; C 2.036; C -1.966; C -1.763; C 0.598